# 1
C15H23N3O4 | wB97M-V/def2-TZVPD

## Properties
Orbital gap: 9.1 eV
SMILES: NCCCC[C@H](N)C(=O)N[C@@H](Cc1ccc(O)cc1)C(=O)O
LUMO energy: 0.40 eV
E_tot: -1050.4375 hartree
F_max: 6.5 eV/A
Energy above the lowest of the compared OMol25 structures with the same formula, charge and spin: 6.635 eV
HOMO level: -8.7 eV

```
! wB97M-V def2-TZVPD RIJCOSX def2/J DEFGRID3
* xyz 0 1
C 1.321 -1.561 -0.164
C 0.719 -1.620 1.185
C 0.674 -2.496 -1.153
C -0.391 -1.701 -1.903
C -1.604 -1.178 -1.045
C -2.899 -0.584 -1.816
C 2.006 0.545 1.744
C 3.127 0.437 2.768
C 1.397 1.941 1.861
C 0.262 1.984 0.902
C -1.013 2.129 1.511
C 0.341 2.196 -0.487
C -2.137 2.437 0.699
C -0.728 2.486 -1.303
C -2.027 2.684 -0.722
H 3.668 -1.746 -0.533
H 2.915 -1.978 1.267
H 1.177 -0.457 -0.637
H 1.290 -2.944 -1.835
H 0.040 -3.172 -0.718
H 0.016 -0.959 -2.586
H -0.598 -2.498 -2.606
H -1.169 -0.392 -0.423
H -1.864 -1.953 -0.378
H -2.663 0.316 -2.434
H -3.433 -0.188 -0.974
H -3.543 -2.656 -2.391
H -2.924 -1.733 -3.748
H 0.472 -0.453 2.908
H 2.484 0.464 0.824
H 1.018 2.189 2.837
H 2.032 2.863 1.810
H -1.044 2.022 2.668
H 1.376 1.890 -0.764
H -3.155 2.195 1.187
H -0.665 2.690 -2.385
H -3.079 3.139 -2.401
H 4.369 -0.903 3.464
N 2.654 -2.107 0.084
N -3.536 -1.615 -2.743
N 1.068 -0.578 2.048
O -0.015 -2.581 1.484
O 3.275 1.225 3.710
O -3.199 2.960 -1.375
O 3.986 -0.739 2.566
*
```

# 2
C15H23N3OS2 | wB97M-V/def2-TZVPD

## Properties
Orbital gap: 8.5 eV
SMILES: CSCCCNC(=S)N(C)CC(=O)Nc1ccc(C)cc1
LUMO energy: 0.58 eV
E_tot: -1621.2984 hartree
F_max: 0.9 eV/A
Energy above the lowest of the compared OMol25 structures with the same formula, charge and spin: 0.000 eV
HOMO level: -8.0 eV

```
! wB97M-V def2-TZVPD RIJCOSX def2/J DEFGRID3
* xyz 0 1
C 5.029 -1.065 -3.582
H 5.481 -2.051 -3.517
H 5.725 -0.311 -3.229
H 4.727 -0.847 -4.603
S 3.581 -0.992 -2.498
C 2.592 -2.327 -3.272
C 1.234 -2.514 -2.611
H 0.720 -1.553 -2.549
H 0.641 -3.173 -3.249
C 1.307 -3.140 -1.215
N 1.773 -2.210 -0.219
C 1.012 -1.729 0.782
N 1.497 -0.693 1.498
C 2.618 0.110 1.058
H 2.581 0.275 -0.020
H 3.574 -0.354 1.319
H 2.553 1.079 1.549
C 0.904 -0.307 2.762
H 1.702 -0.042 3.459
H 0.337 -1.152 3.160
C -0.022 0.912 2.591
O 0.311 2.018 2.966
N -1.170 0.581 1.968
C -2.256 1.394 1.630
C -2.311 2.753 1.921
C -3.426 3.486 1.562
C -4.504 2.897 0.912
C -4.436 1.540 0.624
C -3.329 0.794 0.976
H -3.289 -0.262 0.748
H -5.262 1.059 0.119
C -5.717 3.702 0.556
H -5.441 4.718 0.282
H -6.393 3.757 1.410
H -6.256 3.247 -0.272
H -3.459 4.541 1.795
H -1.485 3.225 2.425
H -1.268 -0.402 1.701
S -0.466 -2.420 1.145
H 2.662 -1.773 -0.412
H 1.971 -4.010 -1.233
H 0.311 -3.469 -0.908
H 3.182 -3.244 -3.213
H 2.466 -2.045 -4.318
*
```

Repeat the second record exactly.
C15H23N3OS2 | wB97M-V/def2-TZVPD

## Properties
Orbital gap: 8.5 eV
SMILES: CSCCCNC(=S)N(C)CC(=O)Nc1ccc(C)cc1
LUMO energy: 0.58 eV
E_tot: -1621.2984 hartree
F_max: 0.9 eV/A
Energy above the lowest of the compared OMol25 structures with the same formula, charge and spin: 0.000 eV
HOMO level: -8.0 eV

```
! wB97M-V def2-TZVPD RIJCOSX def2/J DEFGRID3
* xyz 0 1
C 5.029 -1.065 -3.582
H 5.481 -2.051 -3.517
H 5.725 -0.311 -3.229
H 4.727 -0.847 -4.603
S 3.581 -0.992 -2.498
C 2.592 -2.327 -3.272
C 1.234 -2.514 -2.611
H 0.720 -1.553 -2.549
H 0.641 -3.173 -3.249
C 1.307 -3.140 -1.215
N 1.773 -2.210 -0.219
C 1.012 -1.729 0.782
N 1.497 -0.693 1.498
C 2.618 0.110 1.058
H 2.581 0.275 -0.020
H 3.574 -0.354 1.319
H 2.553 1.079 1.549
C 0.904 -0.307 2.762
H 1.702 -0.042 3.459
H 0.337 -1.152 3.160
C -0.022 0.912 2.591
O 0.311 2.018 2.966
N -1.170 0.581 1.968
C -2.256 1.394 1.630
C -2.311 2.753 1.921
C -3.426 3.486 1.562
C -4.504 2.897 0.912
C -4.436 1.540 0.624
C -3.329 0.794 0.976
H -3.289 -0.262 0.748
H -5.262 1.059 0.119
C -5.717 3.702 0.556
H -5.441 4.718 0.282
H -6.393 3.757 1.410
H -6.256 3.247 -0.272
H -3.459 4.541 1.795
H -1.485 3.225 2.425
H -1.268 -0.402 1.701
S -0.466 -2.420 1.145
H 2.662 -1.773 -0.412
H 1.971 -4.010 -1.233
H 0.311 -3.469 -0.908
H 3.182 -3.244 -3.213
H 2.466 -2.045 -4.318
*
```

- Which of these has the highest F_max?
  C15H23N3O4